# 1
DFT (ωB97M-V/def2-TZVPD) results for the molecule C2ClN5 in a non-equilibrium geometry.

```
8
Properties=species:S:1:pos:R:3:mulliken_charge:R:1
N -2.3585 -1.6221 0.0475 -0.290
C -1.5763 -0.8060 0.0924 0.062
C -0.2239 0.4990 -0.0396 0.638
Cl -1.2408 1.9214 -0.0233 -0.094
N 0.6290 0.3297 -1.1577 -0.053
N 1.7457 0.0777 -0.7294 -0.103
N 1.7175 0.0047 0.7023 -0.112
N 0.5884 0.2580 1.1005 -0.049
```

energy relative to the best compared isomer or geometry (same formula, charge and spin): 156.5 kJ/mol
SMILES: N#CC1(Cl)N=NN=N1
net charge: 0
HOMO-LUMO gap: 9.0 eV

# 2
DFT (ωB97M-V/def2-TZVPD) results for a 2-piece molecular cluster, C2ClNO overall in a non-equilibrium geometry.

```
5
Properties=species:S:1:pos:R:3:mulliken_charge:R:1
C -0.7459 -0.7431 1.3376 0.218
C 0.0425 0.6721 -1.0804 0.623
N -0.1631 -0.4812 -0.8579 -0.591
O 0.3055 1.7558 -1.4195 -0.457
Cl 0.5610 -1.2036 2.0202 0.207
```

energy relative to the best compared isomer or geometry (same formula, charge and spin): 389.8 kJ/mol
net charge: 0
HOMO-LUMO gap (spin up / spin down): 7.1 / 7.2 eV

# 3
DFT (ωB97M-V/def2-TZVPD) results for C2CsF6NO4S2 as an isolated structure in a non-equilibrium geometry.

```
16
Properties=species:S:1:pos:R:3:mulliken_charge:R:1
Cs -3.1615 -1.9517 0.6802 1.019
C 0.3965 -1.7775 -1.0958 0.670
F -0.6374 -2.5508 -0.6686 -0.286
F 1.2331 -1.6419 -0.0812 -0.193
F 1.0285 -2.3939 -2.0795 -0.227
S -0.3098 -0.1460 -1.7025 0.924
O 0.7449 0.4442 -2.4459 -0.584
O -1.5254 -0.4622 -2.3925 -0.625
N -0.6773 0.5713 -0.3019 -0.458
S 0.5483 1.4361 0.2836 0.990
O 1.8739 0.9064 0.1497 -0.568
O 0.3991 2.8388 0.0491 -0.620
C 0.1022 1.2284 2.0606 0.660
F -0.9797 1.9539 2.3646 -0.232
F -0.1505 -0.0642 2.3492 -0.249
F 1.1151 1.6089 2.8310 -0.220
```

energy relative to the best compared isomer or geometry (same formula, charge and spin): 57.1 kJ/mol
net charge: 0
HOMO-LUMO gap: 8.5 eV

# 4
DFT (ωB97M-V/def2-TZVPD) results for C2CuN2O12 as an isolated structure in a non-equilibrium geometry.

```
17
Properties=species:S:1:pos:R:3:mulliken_charge:R:1
Cu 0.5137 -0.3389 0.4244 0.668
N 3.5740 2.6330 -2.0518 0.963
O 2.8175 1.9122 -1.5710 -0.570
O 4.2818 2.1087 -2.9925 -0.723
O 3.9857 3.5722 -1.4343 -0.688
N -2.8417 2.8482 -1.0817 0.850
O -3.1804 2.8384 -2.3007 -0.644
O -1.9464 1.9941 -0.8324 -0.583
O -3.3575 3.7867 -0.4001 -0.662
C 0.0116 -3.9218 -1.6786 0.712
O -0.9158 -4.2139 -2.4727 -0.647
O -0.1155 -3.6752 -0.4926 -0.627
O 0.4976 -2.9309 -2.2312 -0.473
C -0.9237 -1.4172 4.7105 0.530
O 0.0805 -1.6516 3.9140 -0.739
O -1.7836 -2.2286 4.5787 -0.659
O -0.6980 -1.3156 5.9119 -0.709
```

energy relative to the best compared isomer or geometry (same formula, charge and spin): 701.2 kJ/mol
net charge: -4
multiplicity: 2
HOMO-LUMO gap (spin up / spin down): 3.2 / 3.2 eV

# 5
DFT (ωB97M-V/def2-TZVPD) results for the molecule C2F2N2 in a non-equilibrium geometry.

```
6
Properties=species:S:1:pos:R:3:mulliken_charge:R:1
N 2.1173 -0.0169 1.2607 -0.271
C 1.2141 0.1069 0.5784 0.447
C 0.1126 0.1782 -0.1850 0.089
F 0.2228 0.6610 -1.3857 -0.158
N -1.3642 -0.5674 0.3059 -0.040
F -2.3026 -0.3618 -0.5742 -0.067
```

energy relative to the best compared isomer or geometry (same formula, charge and spin): 264.2 kJ/mol
SMILES: N#C/C(F)=N/F
net charge: 0
HOMO-LUMO gap (spin up / spin down): 8.9 / 9.8 eV

# 6
DFT (ωB97M-V/def2-TZVPD) results for the molecule C2F2N2O4 in a non-equilibrium geometry.

```
10
Properties=species:S:1:pos:R:3:mulliken_charge:R:1
C 0.0179 -0.1548 0.0148 0.072
C 0.2920 1.3587 -0.5544 0.392
N -1.3410 -0.3190 0.6323 0.997
N 1.0347 -1.1645 -0.0804 0.938
O -1.4216 -0.9118 1.6208 -0.516
O 0.5939 -2.2080 -0.4997 -0.515
O -2.2337 0.1646 -0.0131 -0.507
O 2.0980 -0.9120 0.3458 -0.498
F 1.4728 1.7542 -1.0173 -0.184
F -0.5129 2.3926 -0.4487 -0.179
```

net charge: 0
multiplicity: 3
HOMO-LUMO gap (spin up / spin down): 7.0 / 8.9 eV

# 7
DFT (ωB97M-V/def2-TZVPD) results for an isolated ion of composition C2F2O4S and charge -2 in a non-equilibrium geometry.

```
9
Properties=species:S:1:pos:R:3:mulliken_charge:R:1
C -1.5682 -0.4301 -0.2123 0.402
C -0.2132 0.5282 0.1259 0.419
O -2.3110 -0.7138 0.7603 -0.731
O 1.8730 -1.1831 1.0754 -0.602
O -1.5452 -0.9429 -1.3153 -0.635
O 2.4394 0.5523 -0.6348 -0.638
F -0.1346 1.5205 -0.8485 -0.295
F -0.1027 1.2653 1.2799 -0.305
S 1.5624 -0.5964 -0.2306 0.387
```

energy relative to the best compared isomer or geometry (same formula, charge and spin): 0.0 kJ/mol
net charge: -2
HOMO-LUMO gap: 5.8 eV

# 8
DFT (ωB97M-V/def2-TZVPD) results for C2F3LiNO3S2 as an isolated structure in a non-equilibrium geometry.

```
12
Properties=species:S:1:pos:R:3:mulliken_charge:R:1
N 0.5583 1.2715 1.5694 -0.331
S 0.2870 2.6190 0.4516 -0.645
S 0.6131 -0.2086 1.1120 0.293
C 1.8666 -0.3767 -0.3689 0.596
F 1.3645 -0.0976 -1.5792 -0.174
F 2.9120 0.4238 -0.1612 -0.247
F 2.3171 -1.6370 -0.4115 -0.250
O -3.0405 -1.4422 1.0233 -0.440
C -2.5871 -0.8543 0.0907 0.942
O -2.7698 0.0183 -0.7245 -0.603
O -0.5887 -0.6479 0.0762 -0.803
Li -0.9323 0.9317 -1.0779 0.663
```

net charge: -1
HOMO-LUMO gap: 5.7 eV

# 9
DFT (ωB97M-V/def2-TZVPD) results for a 2-piece molecular cluster, C2F3NO3 overall in a non-equilibrium geometry.

```
9
Properties=species:S:1:pos:R:3:mulliken_charge:R:1
C -0.1571 -0.3836 2.1514 0.612
C 0.4811 0.1975 -2.0036 0.508
N -0.5185 0.2258 -1.1333 0.602
O -1.6890 0.4471 -1.1887 -0.304
O -0.1885 -1.3283 2.8810 -0.432
O 0.0092 -0.4210 0.9027 -0.514
F -0.3051 0.8880 2.6760 -0.225
F 1.7578 0.1395 -1.5163 -0.119
F 0.3518 0.1659 -3.2767 -0.126
```

energy relative to the best compared isomer or geometry (same formula, charge and spin): 309.9 kJ/mol
net charge: 0
HOMO-LUMO gap (spin up / spin down): 5.7 / 5.8 eV

# 10
DFT (ωB97M-V/def2-TZVPD) results for C2F3NO3S2Tm as an isolated structure in a non-equilibrium geometry.

```
12
Properties=species:S:1:pos:R:3:mulliken_charge:R:1
N 0.9108 1.2460 1.5687 -0.266
S 0.4854 2.4001 0.2918 -0.171
S 1.0193 -0.2624 1.1624 0.471
C 2.3943 -0.4466 -0.1731 0.698
F 2.0973 0.0466 -1.3707 -0.180
F 3.5120 0.1331 0.2555 -0.204
F 2.6374 -1.7547 -0.3158 -0.201
O -3.8533 -2.5457 0.4890 -0.210
C -3.3718 -1.5947 0.0514 0.797
O -3.1670 -0.5366 -0.4343 -0.512
O -0.1719 -0.6933 0.1804 -0.617
Tm -1.3275 0.9353 -0.8070 1.396
```

net charge: +1
multiplicity: 3
HOMO-LUMO gap (spin up / spin down): 8.2 / 5.7 eV

Question: Among the records above, which one has the lowest net charge?
Answer: C2CuN2O12

Question: net charge of number 1 (C2ClN5)?
Answer: 0